The ion C2H7N2 with charge +1, computed with ωB97M-V/def2-TZVPD.

Its SMILES is N/C=C/[NH3+]. The value obtained for the total energy is -5159.4750 eV. The charge is +1. Its energy above the lowest of the compared OMol25 structures with the same formula, charge and spin is 1.991 eV. As for the multiplicity: 1.

Geometry as XYZ:
```
11
Properties=species:S:1:pos:R:3:forces:R:3:lowdin_charge:R:1
C -0.1947 0.3994 -0.6014 0.9 -2.1 1.6 -0.049
N -1.6073 -0.2102 -0.5975 2.2 -0.1 2.0 0.189
H 2.1686 -0.0415 1.6496 -0.8 -1.1 -0.2 0.112
N 1.8606 0.1659 0.7035 3.1 0.9 1.2 0.070
H 0.0182 1.3569 -1.0041 -0.5 0.6 -0.5 0.101
H 0.2438 -1.1438 0.6997 0.5 -0.5 0.5 0.121
H -2.2195 -0.0086 -1.3420 -0.5 0.0 -1.8 0.142
H -1.4472 -1.2194 -0.4545 -0.6 0.3 -0.6 0.164
H 2.6211 0.8833 0.4811 -2.6 -1.0 -1.2 0.167
H -2.1250 0.0962 0.2308 0.1 0.2 0.1 0.168
C 0.6813 -0.2783 0.2347 -1.9 2.7 -1.1 -0.184
```
Positions in Å, forces in eV/Å.

The ion C2H7N2O with charge +1, computed with ωB97M-V/def2-TZVPD.

Its SMILES is N[C@]1([NH3+])CO1. The value obtained for the total energy is -7205.2363 eV. The charge is +1. Its energy above the lowest of the compared OMol25 structures with the same formula, charge and spin is 3.909 eV. As for the multiplicity: 1.

Geometry as XYZ:
```
12
Properties=species:S:1:pos:R:3:forces:R:3:lowdin_charge:R:1
H 0.1171 2.0943 -0.7918 -1.0 -1.0 -0.6 0.149
N -0.3205 1.1634 -0.9996 0.2 1.9 0.4 0.128
H -2.1885 -1.1071 0.3802 -0.4 0.3 -0.2 0.084
C -1.1552 -1.1561 0.6417 1.6 5.3 -2.2 0.154
C -0.2412 0.2921 0.0389 -0.2 -5.5 -0.4 -0.453
H 1.7380 -0.1620 -0.8543 -0.6 -0.4 0.4 0.170
H 1.8709 0.7190 0.4807 0.0 -0.4 0.7 0.161
H 1.4050 -0.9463 0.6047 0.7 0.0 0.4 0.143
O -0.7423 0.2019 1.2612 -0.6 -1.1 1.1 -0.011
H -1.0285 1.1294 -1.7225 -0.1 0.0 0.5 0.128
N 1.3474 -0.0728 0.1001 -0.7 0.5 -0.9 0.248
H -0.8022 -2.1558 0.8608 1.1 0.5 0.7 0.099
```
Positions in Å, forces in eV/Å.

Q: Which LUMO level values were calculated for the entries above? A: -3.645 -3.647, in eV.